# 1
11
Properties=species:S:1:pos:R:3 method="wB97M-V/def2-TZVPD" de_lowest_kcal_mol=37.78 smiles=N#Cc1nocc1N gap_ev=9.8 max_force_ev_per_a=1.66 molar_mass_g_mol=109.09
N 3.1567 -0.6743 -0.0067
C 2.0112 -0.6286 -0.1142
C 0.5849 -0.7166 0.0172
N 0.0295 -1.9022 -0.0315
O -1.3076 -1.7246 -0.0295
C -1.5861 -0.3774 -0.0220
C -0.3843 0.3076 -0.0281
N -0.1033 1.6931 -0.1362
H -2.5965 -0.0534 -0.2317
H 0.9009 1.8595 0.0972
H -0.7055 2.2170 0.4855

***

# 2
14
Properties=species:S:1:pos:R:3 method="wB97M-V/def2-TZVPD" de_lowest_kcal_mol=3.96 gap_ev=10.0 max_force_ev_per_a=4.04 molar_mass_g_mol=139.15
C -0.1963 -0.1560 0.7002
C -1.5926 -0.4917 0.2022
C 2.8012 1.1256 0.0135
N 0.7062 -0.8626 0.0243
O 0.1849 0.5157 1.6403
O 3.0454 -1.6661 -0.3776
F 4.0827 1.3228 -0.2494
S 2.4218 -0.8003 0.5841
H -1.8331 -1.5416 0.7138
H -1.7764 -0.4549 -0.9256
H -2.4809 0.1754 0.6680
H 2.0801 1.4248 -0.7213
H 2.3839 1.7806 0.7643
H 0.5424 -1.5256 -0.7404

***

# 3
150
Properties=species:S:1:pos:R:3 method="wB97M-V/def2-TZVPD" smiles="CNCC1=C(C(F)(F)C(F)(F)F)C(=O)C(O)=C(N)C1=O.O=S1(=O)OCCO1.O=S1(=O)OCCO1.O=S1(=O)OCCO1.O=S1(=O)OCCO1.O=S1(=O)OCCO1.O=S1(=O)OCCO1.O=S1(=O)OCCO1.O=S1(=O)OCCO1.O=S1(=O)OCCO1.O=S1(=O)OCCO1.O=S1(=O)OCCO1" gap_ev=7.8 max_force_ev_per_a=4.39 molar_mass_g_mol=1665.47
C 0.3401 5.0127 0.5837
N -0.2485 4.1070 1.6110
C -0.8822 2.8901 1.0116
C -0.2452 1.6044 1.7008
C -0.4707 1.2375 3.0647
C -1.4152 2.0759 4.0326
F -1.8107 1.2853 5.1613
F -2.6227 2.5083 3.4449
C -0.6735 3.3689 4.6980
F -1.2549 4.5906 4.2708
F 0.7196 3.3395 4.5452
F -0.9066 3.3495 6.1053
C 0.3347 -0.0778 3.5287
O -0.0246 -0.8224 4.4608
C 1.6673 -0.5402 2.7502
O 2.6924 -1.3028 3.3692
C 1.8637 -0.1924 1.3781
N 3.0200 -0.6015 0.5696
C 0.6998 0.7101 0.7472
O 0.5624 0.7041 -0.5017
H -0.4485 5.4648 -0.0946
H 1.1897 4.5152 0.0035
H 0.8060 5.8944 1.1670
H 0.5583 3.7539 2.1556
H -0.6074 2.9005 -0.1101
H -2.0211 2.8928 1.0564
H 3.3719 -0.6974 3.7407
H 3.8515 -0.7078 1.1655
H 2.7962 -1.5735 0.2735
O -5.5873 0.5527 -0.8517
S -5.1915 1.3050 0.3030
O -4.2444 2.3776 0.2413
O -4.7176 0.2615 1.4495
C -5.5156 0.4427 2.6231
C -6.8543 0.9586 2.1219
O -6.5278 1.8441 1.0427
H -5.0207 1.1807 3.2607
H -5.6138 -0.4972 3.1665
H -7.4095 1.4813 2.8902
H -7.4623 0.1487 1.7206
O 5.6204 -2.5784 -0.2479
S 6.5135 -1.4584 -0.1796
O 7.2575 -1.1261 1.0010
O 5.7112 -0.1421 -0.6721
C 6.3824 0.4379 -1.7969
C 7.0791 -0.7208 -2.4869
O 7.5472 -1.5579 -1.4242
H 7.1051 1.1678 -1.4226
H 5.6670 0.9399 -2.4531
H 7.9054 -0.3945 -3.1123
H 6.3749 -1.3024 -3.0895
O 5.2186 2.3760 -3.4178
S 4.9126 3.7261 -3.7941
O 5.2681 4.2750 -5.0659
O 5.4633 4.7105 -2.6303
C 4.3809 5.4804 -2.1025
C 3.1449 4.6145 -2.2885
O 3.3292 3.9747 -3.5521
H 4.3064 6.4051 -2.6813
H 4.5610 5.7226 -1.0548
H 2.2236 5.1969 -2.2825
H 3.0881 3.8369 -1.5209
O -3.3329 6.5052 -0.2831
S -2.9047 6.1429 -1.5999
O -1.5353 6.2030 -2.0157
O -3.8067 6.9636 -2.6688
C -4.4865 6.0440 -3.5249
C -4.6746 4.7847 -2.6928
O -3.4741 4.6629 -1.9308
H -3.8498 5.8521 -4.3931
H -5.4357 6.4644 -3.8579
H -4.8316 3.8988 -3.3076
H -5.5090 4.8942 -1.9939
O 10.7461 2.7263 -2.5572
S 9.9815 2.1247 -3.6067
O 8.6918 1.5399 -3.3899
O 10.9214 1.0403 -4.3614
C 11.0251 1.3773 -5.7458
C 10.8580 2.8875 -5.8045
O 9.8626 3.1873 -4.8255
H 10.2183 0.8696 -6.2816
H 11.9859 1.0525 -6.1458
H 10.5455 3.2333 -6.7895
H 11.7809 3.3987 -5.5158
O 9.8676 -7.7584 1.0068
S 9.5238 -7.1103 -0.2234
O 9.7675 -7.7012 -1.5054
O 10.1660 -5.6213 -0.2063
C 9.1267 -4.6503 -0.3580
C 7.8845 -5.2983 0.2318
O 7.9647 -6.6726 -0.1506
H 8.9985 -4.4518 -1.4243
H 9.3912 -3.7243 0.1537
H 6.9642 -4.8487 -0.1396
H 7.8965 -5.2512 1.3249
O -10.4188 0.4123 5.1643
S -9.9975 0.0459 3.8452
O -8.6276 0.1163 3.4192
O -10.9099 0.8539 2.7794
C -11.5893 -0.0781 1.9287
C -11.7648 -1.3328 2.7662
O -10.5556 -1.4413 3.5248
H -10.9560 -0.2682 1.0597
H -12.5440 0.3335 1.5983
H -11.9178 -2.2195 2.1576
H -12.5936 -1.2261 3.4662
O 7.2898 -4.3337 -5.0310
S 7.1583 -5.3705 -4.0511
O 6.9998 -5.1017 -2.6545
O 8.3897 -6.4056 -4.2415
C 7.8805 -7.7149 -4.4981
C 6.5388 -7.4962 -5.1803
O 5.9675 -6.3669 -4.5184
H 7.7583 -8.2267 -3.5397
H 8.5743 -8.2776 -5.1229
H 5.8836 -8.3630 -5.0972
H 6.6692 -7.2393 -6.2357
O -16.2741 -3.3845 2.3297
S -15.1419 -3.3414 3.2040
O -13.8781 -2.7906 2.8121
O -14.8975 -4.8329 3.7910
C -14.9666 -4.8037 5.2175
C -15.9029 -3.6528 5.5507
O -15.5964 -2.6384 4.5933
H -13.9604 -4.6187 5.6038
H -15.3319 -5.7569 5.6005
H -15.7601 -3.2807 6.5648
H -16.9488 -3.9420 5.4137
O 8.6408 4.0013 3.2926
S 8.5106 2.9650 4.2726
O 8.3557 3.2339 5.6694
O 9.7409 1.9262 4.0769
C 9.2273 0.6180 3.8197
C 7.8849 0.8397 3.1418
O 7.3168 1.9702 3.8067
H 9.1062 0.1051 4.7780
H 9.9178 0.0541 3.1921
H 7.2290 -0.0254 3.2254
H 8.0134 1.0969 2.0873
O -10.6102 -1.7155 0.0110
S -11.3821 -2.3594 -1.0125
O -12.6544 -2.9607 -0.7586
O -10.4327 -3.4437 -1.7545
C -10.3562 -3.1398 -3.1482
C -10.5525 -1.6351 -3.2417
O -11.5389 -1.3292 -2.2547
H -11.1610 -3.6760 -3.6586
H -9.3955 -3.4564 -3.5549
H -10.8861 -1.3195 -4.2299
H -9.6349 -1.1002 -2.9800

***

# 4
120
Properties=species:S:1:pos:R:3 method="wB97M-V/def2-TZVPD" de_lowest_kcal_mol=26.09 smiles="O=C1CCCO1.O=C1CCCO1.O=C1CCCO1.O=C1CCCO1.O=C1CCCO1.O=C1CCCO1.O=C1CCCO1.O=C1CCCO1.O=C1CCCO1.O=C1CCCO1" gap_ev=10.5 max_force_ev_per_a=3.60 molar_mass_g_mol=860.90
O 2.7742 -0.3306 -0.2597
C 3.4499 -0.7826 -1.1424
C 2.9322 -1.0731 -2.5546
C 4.1268 -1.7210 -3.2689
C 5.2867 -1.4082 -2.3395
O 4.7460 -0.8858 -1.1354
H 2.0280 -1.7052 -2.6017
H 2.6120 -0.1357 -3.0175
H 4.0662 -2.7952 -3.2278
H 4.2986 -1.4308 -4.2778
H 5.8822 -2.2799 -2.0658
H 6.0186 -0.6436 -2.7285
O -1.2664 4.0331 1.6936
C -0.8594 3.8080 2.8037
C -1.7032 3.3961 4.0619
C -0.6402 3.1554 5.1216
C 0.6332 3.8045 4.6021
O 0.4598 3.9333 3.1777
H -2.3817 4.2102 4.2775
H -2.2751 2.4791 3.8607
H -0.9673 3.6864 5.9985
H -0.4717 2.0950 5.2732
H 0.6751 4.8029 4.9445
H 1.5272 3.1554 4.7366
O 1.8727 -4.3037 -2.4008
C 2.2407 -4.0083 -1.2802
C 1.4076 -3.6448 -0.0825
C 2.3796 -3.1717 1.0080
C 3.7351 -3.6276 0.4815
O 3.5159 -3.9348 -0.9073
H 0.5314 -3.0633 -0.2295
H 0.9338 -4.5924 0.1797
H 2.2020 -2.1296 1.1911
H 2.1895 -3.6259 1.9574
H 4.6228 -2.9548 0.4812
H 3.9474 -4.6370 1.0300
O -3.3272 -0.9501 2.2811
C -2.4072 -1.3043 2.9729
C -1.2022 -2.0144 2.5171
C -0.2512 -2.1867 3.7009
C -0.8627 -1.1319 4.6723
O -2.2773 -1.0105 4.2880
H -1.4816 -3.0071 2.1234
H -0.7494 -1.6479 1.6719
H -0.2490 -3.2533 3.9703
H 0.7754 -1.8957 3.4381
H -0.7192 -1.3612 5.7109
H -0.2916 -0.1940 4.4977
O -5.1031 1.6354 -1.3112
C -5.4131 1.3430 -0.2009
C -6.1661 0.1013 0.2878
C -6.8801 0.6204 1.5145
C -5.8725 1.6462 2.0792
O -5.3028 2.1997 0.8634
H -6.8369 -0.1615 -0.5333
H -5.4396 -0.6843 0.4646
H -7.8014 1.0459 1.2441
H -6.9715 -0.1277 2.2542
H -6.2532 2.4641 2.6082
H -5.1041 1.1804 2.6376
O 4.2676 1.8970 -2.1826
C 3.2538 2.5315 -1.8913
C 2.5357 2.8132 -0.6268
C 1.8516 4.1586 -0.8974
C 1.4478 3.8916 -2.3321
O 2.5376 3.0191 -2.8931
H 1.6856 2.1338 -0.4933
H 3.1391 2.8239 0.3172
H 1.0766 4.4496 -0.2592
H 2.5984 4.9503 -0.9286
H 0.4795 3.2992 -2.4103
H 1.5127 4.7273 -3.0287
O -0.7940 1.0173 2.4723
C -0.8179 0.7944 1.2619
C -2.0353 1.0645 0.3620
C -1.3934 0.9884 -1.0427
C -0.2523 0.0283 -0.8365
O 0.1247 0.1721 0.5986
H -2.6922 0.1768 0.5805
H -2.6264 1.9962 0.6154
H -2.0269 0.5395 -1.7674
H -0.9442 1.9325 -1.4034
H -0.6408 -0.9713 -1.0804
H 0.6342 0.1740 -1.4670
O -1.0721 0.2133 -4.0515
C -1.4503 1.1094 -4.7196
C -2.0527 2.4193 -4.3568
C -1.7688 3.3050 -5.5953
C -1.8996 2.2273 -6.6696
O -1.3807 1.0045 -6.0874
H -3.1472 2.1305 -4.3149
H -1.7760 2.7287 -3.3197
H -2.4623 4.1269 -5.7810
H -0.7875 3.7357 -5.4849
H -2.8833 1.9454 -6.9752
H -1.3464 2.3633 -7.5524
O -3.1239 -4.0234 -0.7707
C -2.4938 -3.8774 -1.7448
C -2.5439 -4.7370 -2.9329
C -1.2351 -4.4013 -3.6792
C -0.9416 -2.9750 -3.2105
O -1.5335 -2.9185 -1.8977
H -2.5996 -5.7660 -2.6622
H -3.4495 -4.4073 -3.4968
H -0.5345 -5.0920 -3.3269
H -1.3176 -4.3552 -4.7293
H 0.1307 -2.8396 -3.0569
H -1.4278 -2.2135 -3.7572
O 3.1624 -2.7615 4.1707
C 3.4072 -1.5962 3.9759
C 4.6683 -0.9703 3.2861
C 4.2858 0.5126 3.0249
C 3.0646 0.6218 3.8899
O 2.5160 -0.6529 4.2265
H 5.5728 -0.9591 3.9153
H 4.7627 -1.6078 2.4149
H 4.9928 1.2484 3.2604
H 4.0001 0.6255 1.9398
H 3.1871 1.1005 4.9012
H 2.2130 1.1488 3.3870